Formula: C22H34ClN3O5
Source: the OMol25 dataset
Level of theory: ωB97M-V/def2-TZVPD

The geometry in ORCA input format:
```
! RIJCOSX wB97M-V def2-TZVPD def2/J DEFGRID3
* xyz 0 1
C 5.889 1.713 0.411
C 4.703 0.792 0.558
C 4.859 -0.573 0.716
C 3.727 -1.374 0.851
C 2.447 -0.857 0.863
C 1.205 -1.731 1.002
C 1.536 -3.206 1.245
C 0.491 -1.688 -0.383
C 2.292 0.536 0.741
O 0.992 0.992 0.813
C 0.770 2.348 0.543
C -0.592 2.695 1.166
C -0.449 2.290 2.581
N -0.283 2.042 3.680
N -0.853 4.136 1.171
C -0.625 4.746 0.132
O -0.339 5.304 -0.829
C -1.803 1.899 0.532
Cl -1.476 1.302 -1.111
C -2.315 0.860 1.433
N -2.746 0.114 2.194
C 3.414 1.324 0.572
H 6.276 2.038 1.373
H 6.654 1.201 -0.170
H 5.603 2.597 -0.158
H 5.842 -1.016 0.731
H 3.907 -2.427 0.946
H 0.529 -1.336 1.758
H 1.874 -3.413 2.257
H 0.643 -3.780 0.999
H 2.275 -3.524 0.514
H -0.561 -1.961 -0.313
H 0.970 -2.451 -1.000
H 0.654 -0.746 -0.892
H 1.486 3.034 0.996
H 0.759 2.507 -0.538
H -2.622 2.608 0.443
H 3.327 2.395 0.445
C -6.721 1.332 0.717
C -6.411 -0.125 0.419
O -5.905 -0.289 -0.901
H -7.469 1.713 0.020
H -7.095 1.455 1.734
H -5.825 1.948 0.599
H -7.313 -0.728 0.515
H -5.659 -0.514 1.112
H -5.103 0.239 -0.935
C 7.398 -5.137 0.246
C 6.340 -4.268 0.899
O 5.632 -3.492 -0.069
H 8.106 -4.521 -0.309
H 7.945 -5.717 0.991
H 6.943 -5.830 -0.466
H 6.798 -3.564 1.593
H 5.627 -4.885 1.455
H 5.212 -4.104 -0.682
C -5.965 1.584 -3.740
C -7.160 2.519 -3.771
O -8.371 1.801 -3.982
H -5.893 1.027 -4.674
H -5.036 2.140 -3.590
H -6.074 0.856 -2.934
H -7.070 3.236 -4.585
H -7.234 3.076 -2.830
H -8.467 1.171 -3.260
*
```

Output
SMILES string	Cc1ccc(C(C)C)c(OC[C@@](C#N)(N=C=O)[C@@H](Cl)C#N)c1.CCO.CCO.CCO
max |F|	1.380	eV Å⁻¹
LUMO	0.082	eV
HOMO	-8.54	eV